w.
Molecular formula: CH4N2S
Method: DFT, the ωB97M-V functional and the def2-TZVPD basis

Geometry (Å):
H1 -2.3131 -0.5344 -0.6830
N1 -1.8172 0.2615 -0.2989
C1 -0.5793 0.2655 0.0483
N2 0.6254 -0.6048 0.0064
S1 2.1597 0.0055 -0.0847
H2 -0.3673 1.0851 0.7554
H3 0.4737 -1.4503 -0.6412
H4 1.8181 0.9718 0.8977

Properties
**Net charge**: 0
**SMILES**: [H]/N=C\NS
**Gap between HOMO and LUMO**: 9.03 eV



x.
Molecular formula: CH4N2S
Method: DFT, the ωB97M-V functional and the def2-TZVPD basis

Geometry (Å):
N1 -0.2773 -0.6630 -0.9904
C1 0.3516 0.1024 -0.0571
N2 -0.4216 0.5494 1.0258
S1 1.9672 0.4698 -0.2229
H1 0.3030 -1.2301 -1.6120
H2 -1.2085 -0.3478 -1.3479
H3 -0.7530 -0.1512 1.6703
H4 0.0385 1.2705 1.5342

Properties
**Net charge**: 0
**SMILES**: NC(N)=S
**Gap between HOMO and LUMO**: 9.02 eV



Stability check: which of them is least stable? w.



w.
Molecular formula: CH4N2S
Method: DFT, the ωB97M-V functional and the def2-TZVPD basis

Geometry (Å):
C1 1.4853 0.1127 0.0253
N1 0.2532 -0.3822 -0.0314
N2 -0.7467 0.3933 -0.2810
S1 -2.3392 -0.2621 -0.4109
H1 1.9119 1.1200 -0.1738
H2 2.2262 -0.5458 0.5949
H3 0.0400 -1.4001 0.3163
H4 -2.8307 0.9642 -0.0393

Properties
**Net charge**: 0
**Gap between HOMO and LUMO**: 7.93 eV



x.
Molecular formula: CH4N2S
Method: DFT, the ωB97M-V functional and the def2-TZVPD basis

Geometry (Å):
C1 0.2297 -0.5252 -0.0268
N1 0.4478 1.3198 0.2083
N2 -0.9967 -0.7815 -0.2779
S1 1.5037 -1.3799 0.1821
H1 1.4719 1.4337 -0.1064
H2 0.3520 1.6582 1.1712
H3 -1.7839 -0.0457 -0.4180
H4 -1.2245 -1.6794 -0.7325

Properties
**Net charge**: 0
**Gap between HOMO and LUMO**: 9.05 eV



Stability check: which of them is least stable? w.



w.
Molecular formula: C3H10NO2S2
Method: DFT, the ωB97M-V functional and the def2-TZVPD basis

Geometry (Å):
N1 0.7693 -0.9718 -1.0678
C1 -0.2286 -0.1960 -0.3122
C2 -0.9349 -1.0869 0.8298
O1 -0.1669 -1.0380 1.9933
C3 -1.0755 0.5227 -1.4017
S1 -1.1000 2.3745 -1.0757
S2 0.6835 2.7547 -0.4780
H1 0.2586 -1.7270 -1.6161
H2 1.0950 -0.3711 -1.8591
H3 0.1665 0.5493 0.3846
H4 -1.9851 -1.0130 1.0258
H5 -0.9386 -2.1939 0.5975
H6 -2.1180 0.3006 -1.4686
H7 -0.6481 0.2567 -2.3090
H8 1.7096 0.1711 1.5608
H9 2.5375 1.3058 0.9225
H10 -0.4084 -0.4318 2.6777
O2 2.3841 0.7941 1.5962

Properties
**Net charge**: -1
**Gap between HOMO and LUMO**: 5.55 eV



x.
Molecular formula: C3H10NO2S2
Method: DFT, the ωB97M-V functional and the def2-TZVPD basis

Geometry (Å):
N1 0.4110 1.7766 -1.5409
C1 0.4043 0.5277 -0.7660
C2 -0.6740 0.6048 0.3238
O1 -0.2553 1.3531 1.4677
C3 0.0665 -0.6330 -1.7134
S1 0.8359 -2.2280 -1.3275
S2 -0.0999 -2.8724 0.4533
H1 0.1800 2.5693 -0.9543
H2 -0.2666 1.7252 -2.2827
H3 1.3131 0.3017 -0.2110
H4 -0.9025 -0.4009 0.6816
H5 -1.5604 1.1155 -0.0558
H6 -0.9973 -0.8758 -1.7204
H7 0.4362 -0.3327 -2.6934
H8 0.6958 -1.2956 2.0870
H9 -0.2643 -1.2779 3.2180
H10 0.1654 0.7648 2.1056
O2 0.5123 -0.8223 2.9285

Properties
**Net charge**: -1
**Gap between HOMO and LUMO**: 6.51 eV



Stability check: which of them is least stable? w.



w.
Molecular formula: C4H4
Method: DFT, the ωB97M-V functional and the def2-TZVPD basis

Geometry (Å):
C1 0.1922 -0.0507 0.4965
C2 0.0431 -1.3631 0.9647
C3 0.5417 1.1858 0.2838
C4 -0.5223 -0.9720 -0.3692
H1 1.3372 1.6699 0.8337
H2 0.0419 1.7945 -0.4565
H3 -0.0379 -1.1331 -1.3244
H4 -1.5959 -1.1314 -0.4286

Properties
**Net charge**: 0
**Gap between HOMO and LUMO**: 7.76 eV



x.
Molecular formula: C4H4
Method: DFT, the ωB97M-V functional and the def2-TZVPD basis

Geometry (Å):
C1 -2.0075 -0.2771 0.0739
C2 -0.9134 0.2116 -0.0455
C3 0.4343 0.5584 -0.1237
C4 1.4022 -0.3464 0.0542
H1 -3.0187 -0.2826 -0.0969
H2 0.6942 1.7367 -0.3461
H3 2.4743 -0.2354 0.2086
H4 0.9346 -1.3651 0.2756

Properties
**Net charge**: 0
**SMILES**: C#CC=C
**Gap between HOMO and LUMO**: 10.17 eV



Stability check: which of them is least stable? w.



w.
Molecular formula: C4H4
Method: DFT, the ωB97M-V functional and the def2-TZVPD basis

Geometry (Å):
C1 0.8437 3.1125 -0.5094
C2 1.4782 2.2149 -1.0211
H1 0.5083 4.0948 -0.2116
H2 2.1720 1.2334 -1.2142
C3 -1.6167 -2.5776 1.2254
C4 -0.8735 -2.6684 0.2773
H3 -2.2697 -2.6480 2.0441
H4 -0.2422 -2.7616 -0.5906

Properties
**Net charge**: 0
**SMILES**: C#C.C#C
**Gap between HOMO and LUMO**: 11.74 eV



x.
Molecular formula: C4H4
Method: DFT, the ωB97M-V functional and the def2-TZVPD basis

Geometry (Å):
C1 0.6296 1.6872 -0.5996
C2 0.4132 0.5417 -0.2624
C3 0.2041 -0.7980 0.1880
C4 -1.0217 -1.2040 0.5459
H1 0.7221 2.7056 -0.9141
H2 1.0442 -1.4845 0.2664
H3 -1.3102 -2.1730 1.0094
H4 -1.8073 -0.4099 0.4071

Properties
**Net charge**: 0
**SMILES**: C#CC=C
**Gap between HOMO and LUMO**: 10.28 eV



Stability check: which of them is least stable? w.



w.
Molecular formula: C9H14
Method: DFT, the ωB97M-V functional and the def2-TZVPD basis

Geometry (Å):
C1 0.3941 1.2386 1.7346
C2 -0.1892 1.1309 -0.7204
C3 0.7647 1.0315 0.2830
C4 0.1978 0.8871 -2.0730
C5 1.5476 0.7949 -2.3977
C6 2.0959 0.7553 -0.0694
C7 2.5398 0.7966 -1.4273
H1 -1.2334 1.3702 -0.5408
H2 -0.5014 0.9754 -2.8982
H3 0.2483 0.2716 2.2330
H4 -0.5450 1.7924 1.7628
H5 1.8673 0.7356 -3.4385
H6 2.7309 0.6077 0.8018
H7 3.5826 0.8035 -1.6694
H8 1.2239 1.6950 2.2773
C8 -1.9906 -1.4721 0.0782
C9 -1.6493 -2.1393 1.4115
H9 -2.6638 -2.1211 -0.4965
H10 -2.6958 -0.6518 0.2336
H11 -1.0505 -1.2800 -0.3730
H12 -0.7757 -1.7704 1.9387
H13 -1.3839 -3.2032 1.2801
H14 -2.5143 -2.2483 2.0698

Properties
**Net charge**: -1
**Multiplicity**: 2
**⟨S²⟩**: 0.7584
**Gap between HOMO and LUMO (alpha / beta)**: 2.93 / 7.42 eV



x.
Molecular formula: C9H14
Method: DFT, the ωB97M-V functional and the def2-TZVPD basis

Geometry (Å):
C1 1.4626 -0.8825 1.6407
C2 -0.0036 -0.5882 1.4356
C3 -0.5250 0.6433 1.7222
C4 -0.8131 -1.6439 0.9190
C5 -1.9047 0.9336 1.4844
C6 -2.1945 -1.3406 0.6502
C7 -2.6960 -0.0896 0.9128
H1 2.0508 0.0173 1.8280
H2 1.8382 -1.4063 0.7543
H3 0.1003 1.3886 2.1822
H4 -0.4231 -2.6105 0.6207
H5 -2.3245 1.9110 1.6876
H6 -2.8374 -2.0633 0.1568
H7 -3.6963 0.1448 0.5676
H8 1.6226 -1.5533 2.4961
C8 1.1468 0.7998 -1.6406
C9 1.4520 0.9697 -3.1260
H9 2.0973 0.7620 -1.1050
H10 0.5441 1.5856 -1.1940
H11 0.6040 -0.1231 -1.4661
H12 1.7003 2.0124 -3.3506
H13 2.2542 0.3277 -3.4731
H14 0.5450 0.8057 -3.7025

Properties
**Net charge**: -1
**Multiplicity**: 2
**⟨S²⟩**: 0.7598
**Gap between HOMO and LUMO (alpha / beta)**: 2.89 / 7.01 eV



Stability check: which of them is least stable? w.



w.
Molecular formula: C9H14
Method: DFT, the ωB97M-V functional and the def2-TZVPD basis

Geometry (Å):
C1 0.7050 0.8030 -2.3648
C2 0.8202 -1.0013 -0.5322
C3 1.1362 0.2762 -1.0588
C4 1.3026 -1.3008 0.7307
C5 1.9548 1.1639 -0.2306
C6 2.1745 -0.4572 1.4398
C7 2.6233 0.7632 0.9115
H1 0.1614 -1.6512 -0.9880
H2 1.1990 -2.3223 0.9902
H3 0.8276 1.9217 -2.4392
H4 -0.3326 0.7454 -2.3537
H5 2.3423 2.0661 -0.6398
H6 2.7520 -0.8451 2.2843
H7 3.3339 1.4767 1.2642
H8 1.1270 0.1944 -3.2094
C8 -2.6491 -0.4228 0.0379
C9 -2.8573 0.0162 1.5400
H9 -1.6884 -0.6669 -0.1750
H10 -3.2339 -1.2988 -0.0724
H11 -3.0226 0.2489 -0.8445
H12 -2.9793 -0.7703 2.2248
H13 -3.7513 0.6149 1.6294
H14 -1.9455 0.4461 1.8556

Properties
**Net charge**: -1
**Multiplicity**: 2
**⟨S²⟩**: 0.7590
**Gap between HOMO and LUMO (alpha / beta)**: 3.03 / 7.39 eV



x.
Molecular formula: C9H14
Method: DFT, the ωB97M-V functional and the def2-TZVPD basis

Geometry (Å):
C1 0.0526 -2.7415 0.9953
C2 0.8503 -1.7034 -1.0910
C3 -0.0571 -1.6400 -0.0369
C4 0.8595 -0.6032 -2.0371
C5 -0.1309 0.3414 -1.9979
C6 -1.1096 -0.7273 -0.1139
C7 -1.1674 0.3506 -1.0136
H1 1.6662 -2.4194 -1.2689
H2 1.6292 -0.4119 -2.7759
H3 -0.3420 -2.5448 1.9798
H4 1.0773 -3.0546 0.9762
H5 -0.0808 1.0991 -2.7804
H6 -1.8991 -0.7874 0.6341
H7 -1.9950 1.0539 -0.9267
H8 -0.3854 -3.5439 0.3696
C8 0.6066 2.3492 1.5610
C9 -0.1340 3.3509 2.3716
H9 0.9974 1.4087 1.9358
H10 -0.0131 1.9986 0.6757
H11 1.6264 2.6900 1.2547
H12 -0.1453 4.2969 1.8085
H13 0.5103 3.4513 3.2799
H14 -1.2063 3.0593 2.5497

Properties
**Net charge**: -1
**Multiplicity**: 2
**⟨S²⟩**: 0.7591
**Gap between HOMO and LUMO (alpha / beta)**: 2.81 / 7.17 eV



y.
Molecular formula: C9H14
Method: DFT, the ωB97M-V functional and the def2-TZVPD basis

Geometry (Å):
C1 1.1777 -1.1290 1.9875
C2 0.0856 -0.8594 -0.2634
C3 -0.0111 -1.2931 1.0616
C4 -1.0614 -1.0385 -1.1226
C5 -1.1139 -1.9842 1.5371
C6 -2.1042 -1.8560 -0.6751
C7 -2.2039 -2.3106 0.6257
H1 0.9343 -0.2627 -0.5728
H2 -1.0458 -0.8146 -2.1829
H3 0.8409 -1.2392 3.0247
H4 1.7081 -0.1694 1.9348
H5 -1.3184 -2.0483 2.5987
H6 -2.8710 -2.1968 -1.3762
H7 -3.0530 -2.9017 0.9386
H8 1.9081 -1.9191 1.7872
C8 0.7087 3.1585 -0.5985
C9 1.2719 2.3631 -1.7711
H9 1.1977 4.1180 -0.4076
H10 -0.3653 3.3037 -0.5819
H11 0.9181 2.5359 0.2833
H12 0.5110 1.8583 -2.3562
H13 2.0364 1.6529 -1.4580
H14 1.8496 3.0322 -2.4129

Properties
**Net charge**: -1
**Multiplicity**: 2
**⟨S²⟩**: 0.7616
**Gap between HOMO and LUMO (alpha / beta)**: 2.88 / 6.98 eV



z.
Molecular formula: C9H14
Method: DFT, the ωB97M-V functional and the def2-TZVPD basis

Geometry (Å):
C1 1.5195 0.6087 -1.7138
C2 0.5417 1.5759 0.4024
C3 1.2353 0.5232 -0.2167
C4 0.5751 1.8218 1.7822
C5 1.8190 -0.4423 0.6038
C6 1.5485 1.0055 2.4902
C7 2.0257 -0.1777 1.9572
H1 -0.1093 2.1330 -0.2808
H2 -0.0862 2.4869 2.3169
H3 1.4997 1.6736 -1.9421
H4 0.7705 0.0974 -2.3388
H5 1.9629 -1.4830 0.2867
H6 1.7534 1.2068 3.5417
H7 2.5756 -0.7854 2.6764
H8 2.4998 0.1983 -1.9564
C8 -2.1807 -1.5848 -0.2733
C9 -2.7444 -1.0693 -1.6051
H9 -1.1637 -1.3080 -0.0267
H10 -2.8046 -1.1617 0.5160
H11 -2.2774 -2.6682 -0.3040
H12 -2.8773 -1.8075 -2.3998
H13 -3.7857 -0.7073 -1.5546
H14 -2.2974 -0.1360 -1.9612

Properties
**Net charge**: -1
**Multiplicity**: 2
**⟨S²⟩**: 0.7606
**Gap between HOMO and LUMO (alpha / beta)**: 2.94 / 6.97 eV



Stability check: which of them is least stable? w.



w.
Molecular formula: H22NO14
Method: DFT, the ωB97M-V functional and the def2-TZVPD basis

Geometry (Å):
N1 -0.2772 0.3183 -0.0740
O1 -0.8062 -0.7667 -0.4920
O2 0.8178 0.3153 0.4400
O3 -0.7082 1.3723 -0.5420
O4 0.8558 -1.1477 -2.7970
H1 0.2818 -0.9917 -2.1140
H2 1.1808 -0.4437 -3.2660
O5 0.1448 2.8973 -2.5390
H3 0.7508 3.6083 -2.2170
H4 -0.0062 2.4653 -1.5630
O6 3.8068 0.5263 -0.0770
H5 4.0628 0.2273 -1.0220
H6 3.5808 -0.4597 0.0640
O7 -3.1642 -0.9687 1.2740
H7 -3.2962 -0.0197 1.6880
H8 -3.7232 -1.4977 1.9400
O8 -2.2442 1.1303 -2.9240
H9 -1.5852 1.1263 -2.1490
H10 -2.0732 2.0943 -3.2780
O9 -0.4362 -1.4817 2.4420
H11 -0.3862 -0.8267 1.7610
H12 0.4538 -1.5757 2.6840
O10 2.4158 -0.8957 3.1390
H13 2.2628 -0.0537 2.6760
H14 3.0478 -1.5427 2.8840
O11 0.1158 -3.3007 0.2460
H15 -0.2122 -3.8707 -0.5160
H16 -0.4542 -2.6007 0.1520
O12 2.6508 1.5773 1.8140
H17 1.9068 2.1963 2.1650
H18 2.1688 1.2983 1.0220
O13 -1.6482 3.2113 1.0700
H19 -1.3572 2.3093 0.8200
H20 -0.9022 3.7243 1.4140
O14 -2.4412 -2.7207 -1.7080
H21 -2.1522 -1.9217 -1.4520
H22 -2.6312 -3.3117 -0.9660

Properties
**Net charge**: -1
**Gap between HOMO and LUMO**: 9.99 eV



x.
Molecular formula: H22NO14
Method: DFT, the ωB97M-V functional and the def2-TZVPD basis

Geometry (Å):
N1 4.0270 -4.1740 1.1720
O1 3.4100 -3.2440 1.7070
O2 3.9360 -4.2680 -0.0490
O3 4.1190 -5.2410 1.7630
O4 3.5330 -3.0410 -2.8610
H1 2.6420 -3.3780 -2.7860
H2 3.7120 -2.5480 -2.0630
O5 6.1960 -3.7610 -1.8270
H3 5.4610 -3.6910 -1.1860
H4 6.9980 -3.5770 -1.3070
O6 0.7390 -1.3820 1.4530
H5 0.7470 -2.2940 1.7230
H6 0.4420 -1.4710 0.5390
O7 3.3140 -1.5830 -0.7080
H7 3.3240 -2.2700 -0.0930
H8 4.1590 -1.1160 -0.6060
O8 1.6120 -4.4200 -1.5010
H9 2.5010 -4.5600 -1.2240
H10 1.0940 -4.7810 -0.8220
O9 1.0020 -4.0650 2.4730
H11 1.9260 -3.7840 2.3080
H12 0.7320 -4.3980 1.6440
O10 5.8740 -4.8690 3.8930
H13 5.1730 -4.8220 3.2290
H14 6.3240 -5.6980 3.7900
O11 2.4800 -6.9590 0.3410
H15 3.1240 -6.2860 0.7560
H16 2.4160 -7.6190 1.0330
O12 5.7810 -1.5120 0.2730
H17 5.2120 -1.0290 0.8720
H18 6.2060 -2.2240 0.7160
O13 5.7100 -6.5250 -0.2920
H19 5.7810 -6.7530 0.6040
H20 5.1180 -5.7730 -0.3710
O14 6.4720 -6.9460 2.2210
H21 7.3740 -7.2850 1.9090
H22 5.9500 -7.7020 2.4880

Properties
**Net charge**: -1
**Gap between HOMO and LUMO**: 9.25 eV



Stability check: which of them is least stable? w.